Entry 1:
C23H29N3O3 | ωB97M-V/def2-TZVPD

The electronic energy comes out at -34911.129 eV. The value obtained for the relative energy (zero: lowest compared OMol25 entry of this formula, charge and spin) is 26.5487 eV. As for the strongest force on any atom: 18.455 eV Å⁻¹.

Cartesian coordinates (Å):
C 4.86 4.57 1.51
C 4.83 3.28 0.65
C 3.59 2.95 0.19
C 3.36 1.65 -0.54
C 4.45 0.74 -0.97
C 5.61 1.26 -0.32
C 5.70 2.39 0.52
H 6.75 2.86 0.56
H 6.50 0.79 -0.69
C 4.30 -0.42 -1.58
N 3.48 -1.15 -0.77
C 2.12 -1.52 -1.10
O 1.63 -1.28 -2.03
C 1.63 -2.47 0.01
C 2.36 -3.56 0.48
C 1.73 -4.42 1.66
C 0.50 -4.42 1.91
C -0.36 -3.36 1.32
C 0.33 -2.36 0.21
N -0.56 -1.48 -0.30
C -1.85 -1.10 -0.25
O -2.60 -1.37 0.92
C -2.25 0.06 -1.14
N -3.50 0.75 -0.72
C -3.34 1.67 0.08
H -2.34 2.11 0.27
C -4.54 2.25 0.39
C -4.50 3.44 1.63
H -3.73 3.86 1.80
H -4.51 2.58 2.60
H -5.41 4.02 1.64
O -5.78 1.67 0.25
C -5.82 0.92 -0.76
C -7.20 0.00 -0.72
H -8.03 0.78 -0.61
H -7.28 -0.27 -1.56
H -7.16 -0.51 0.00
C -4.67 -0.06 -0.60
H -4.75 -0.62 -1.77
H -4.81 -0.64 0.09
H -5.75 1.45 -1.51
H -4.66 3.16 -0.26
H -3.42 0.83 1.25
H -2.46 -0.73 -2.11
H -1.54 0.72 -1.42
H 0.12 -1.19 -1.22
H -1.28 -3.32 1.52
H 0.15 -5.06 2.64
H 2.43 -5.06 1.90
H 3.27 -3.60 0.39
H 4.00 -1.62 0.01
H 3.69 -0.16 -2.53
H 5.42 -0.73 -1.95
H 2.40 1.28 -0.75
H 2.67 3.37 0.56
H 4.09 4.72 2.41
H 4.64 5.36 0.69
H 5.71 4.66 1.94

=====

Entry 2:
C23H29N3O3S | ωB97M-V/def2-TZVPD

The electronic energy comes out at -45770.118 eV. The value obtained for the relative energy (zero: lowest compared OMol25 entry of this formula, charge and spin) is 1.2083 eV. As for the strongest force on any atom: 1.108 eV Å⁻¹.

Cartesian coordinates (Å):
C 8.30 5.53 -4.22
C 6.96 5.00 -4.74
C 6.13 6.11 -5.37
C 6.19 4.33 -3.59
O 5.07 3.67 -4.15
C 4.21 3.02 -3.34
C 3.14 2.38 -3.97
C 2.22 1.67 -3.24
C 2.32 1.60 -1.84
C 1.30 0.81 -1.12
O 0.66 -0.08 -1.66
N 1.12 1.16 0.19
C 0.29 0.58 1.15
S 0.35 1.26 2.65
N -0.45 -0.45 0.72
C -1.34 -1.30 1.37
C -1.89 -2.33 0.60
C -2.78 -3.22 1.16
C -3.14 -3.12 2.50
C -4.09 -4.12 3.11
N -5.18 -4.41 2.19
C -5.93 -5.60 2.52
C -6.71 -5.45 3.84
O -6.91 -4.09 4.16
C -7.26 -3.33 3.03
C -6.10 -3.29 2.01
C -2.60 -2.09 3.26
C -1.70 -1.19 2.71
C 3.39 2.23 -1.22
C 4.33 2.92 -1.95
H 8.85 6.00 -5.03
H 8.13 6.28 -3.44
H 8.90 4.73 -3.80
H 7.15 4.23 -5.49
H 5.17 5.71 -5.70
H 5.95 6.90 -4.65
H 6.65 6.53 -6.23
H 6.83 3.61 -3.07
H 5.86 5.10 -2.88
H 3.06 2.44 -5.05
H 1.40 1.17 -3.72
H 1.64 1.95 0.56
H -0.31 -0.67 -0.28
H -1.62 -2.41 -0.44
H -3.20 -4.01 0.57
H -3.55 -5.06 3.27
H -4.43 -3.76 4.08
H -6.62 -5.78 1.69
H -5.24 -6.45 2.58
H -6.15 -5.87 4.68
H -7.68 -5.97 3.77
H -7.49 -2.33 3.40
H -8.16 -3.75 2.56
H -6.50 -3.33 0.99
H -5.52 -2.36 2.11
H -2.87 -1.99 4.30
H -1.30 -0.40 3.32
H 3.54 2.15 -0.15
H 5.16 3.39 -1.44

=====

Entry 3:
C23H29N3O3S | ωB97M-V/def2-TZVPD

The electronic energy comes out at -45770.296 eV. The value obtained for the relative energy (zero: lowest compared OMol25 entry of this formula, charge and spin) is 1.0300 eV. As for the strongest force on any atom: 1.114 eV Å⁻¹.

Cartesian coordinates (Å):
C -9.26 -0.40 -1.16
C -8.52 -0.88 0.08
C -9.35 -1.91 0.85
C -8.20 0.31 1.00
O -7.34 1.26 0.39
C -6.02 1.01 0.29
C -5.35 -0.10 0.82
C -3.99 -0.24 0.65
C -3.25 0.72 -0.04
C -1.79 0.65 -0.23
O -1.10 1.64 -0.43
N -1.26 -0.62 -0.20
C 0.07 -1.02 -0.31
S 0.33 -2.64 -0.20
N 0.96 -0.03 -0.48
C 2.34 -0.04 -0.61
C 2.95 1.21 -0.76
C 4.32 1.31 -0.89
C 5.12 0.18 -0.88
C 6.61 0.27 -1.03
N 7.27 -0.60 -0.07
C 7.10 -0.19 1.31
C 8.02 0.98 1.70
O 9.38 0.67 1.44
C 9.57 0.35 0.08
C 8.68 -0.84 -0.33
C 4.51 -1.06 -0.74
C 3.14 -1.18 -0.60
C -3.92 1.84 -0.54
C -5.27 1.98 -0.39
H -9.41 -1.22 -1.86
H -10.23 0.01 -0.89
H -8.69 0.38 -1.66
H -7.58 -1.34 -0.23
H -10.28 -1.47 1.18
H -9.58 -2.76 0.20
H -8.81 -2.28 1.71
H -9.12 0.87 1.20
H -7.79 -0.03 1.95
H -5.88 -0.86 1.37
H -3.50 -1.09 1.11
H -1.89 -1.40 -0.09
H 0.52 0.90 -0.52
H 2.34 2.10 -0.77
H 4.77 2.29 -1.00
H 6.89 -0.09 -2.03
H 6.92 1.32 -0.97
H 6.06 0.09 1.48
H 7.34 -1.05 1.94
H 7.96 1.18 2.77
H 7.73 1.89 1.16
H 10.63 0.09 -0.02
H 9.35 1.22 -0.55
H 8.82 -1.06 -1.39
H 8.97 -1.71 0.26
H 5.13 -1.95 -0.72
H 2.69 -2.15 -0.49
H -3.34 2.60 -1.06
H -5.79 2.84 -0.79

=====

Entry 4:
C23H29N3O4 | ωB97M-V/def2-TZVPD

The electronic energy comes out at -36983.934 eV. The value obtained for the relative energy (zero: lowest compared OMol25 entry of this formula, charge and spin) is 0.1286 eV. As for the strongest force on any atom: 1.249 eV Å⁻¹.

Cartesian coordinates (Å):
C 4.76 -1.69 0.75
C 3.39 -1.22 1.09
C 2.67 -1.81 2.12
C 1.40 -1.38 2.45
C 0.80 -0.36 1.72
N -0.50 0.10 2.04
C -0.61 1.50 2.41
C -0.72 2.52 1.27
O -0.30 3.65 1.45
N -1.32 2.12 0.15
C -1.67 3.08 -0.89
C -3.19 3.26 -0.96
C -3.89 2.05 -1.59
C -3.33 1.80 -2.98
C -1.83 1.52 -2.89
C -1.10 2.69 -2.26
C -1.62 -0.67 2.13
O -2.67 -0.23 2.54
C -1.54 -2.14 1.71
N -0.62 -2.44 0.64
C -0.59 -1.66 -0.47
O -1.40 -0.78 -0.67
C 0.52 -1.96 -1.38
C 0.89 -1.36 -2.56
C 2.06 -2.02 -2.98
C 2.32 -2.96 -2.04
O 1.40 -2.94 -1.07
C 1.52 0.25 0.70
C 2.80 -0.16 0.38
C 3.55 0.53 -0.72
H 5.49 -0.89 0.91
H 4.83 -1.99 -0.30
H 5.04 -2.54 1.37
H 3.13 -2.60 2.69
H 0.87 -1.84 3.28
H 0.25 1.78 3.02
H -1.52 1.60 3.01
H -1.64 1.17 0.03
H -1.22 4.02 -0.56
H -3.58 3.44 0.04
H -3.40 4.15 -1.56
H -3.73 1.17 -0.97
H -4.96 2.24 -1.64
H -3.84 0.95 -3.44
H -3.51 2.67 -3.61
H -1.68 0.62 -2.29
H -1.43 1.34 -3.89
H -0.04 2.46 -2.15
H -1.18 3.57 -2.91
H -2.57 -2.40 1.40
H -1.29 -2.75 2.58
H 0.12 -3.10 0.79
H 0.37 -0.56 -3.04
H 2.63 -1.81 -3.86
H 3.11 -3.69 -1.95
H 1.06 1.06 0.15
H 3.81 -0.18 -1.51
H 2.95 1.32 -1.15
H 4.47 0.96 -0.34

=====

Entry 5:
C23H29N3O4S | ωB97M-V/def2-TZVPD

The electronic energy comes out at -47818.893 eV. The value obtained for the relative energy (zero: lowest compared OMol25 entry of this formula, charge and spin) is 0.3266 eV. As for the strongest force on any atom: 0.731 eV Å⁻¹.

Cartesian coordinates (Å):
C -7.17 -2.30 0.27
C -6.74 -0.85 0.11
C -5.26 -0.66 0.43
C -4.82 0.79 0.26
N -3.40 0.96 0.48
C -2.92 0.84 1.84
C -2.60 0.94 -0.60
O -3.02 0.93 -1.75
C -1.08 0.94 -0.39
C -0.48 2.31 -0.74
C 1.01 2.27 -0.53
C 1.85 1.90 -1.57
C 3.22 1.83 -1.37
C 3.76 2.12 -0.13
C 2.92 2.48 0.91
C 1.56 2.55 0.71
N -0.52 -0.08 -1.26
S -0.35 -1.57 -0.52
O -0.44 -2.58 -1.54
O -1.22 -1.67 0.62
C 1.33 -1.42 0.04
C 1.60 -1.00 1.33
C 2.92 -0.82 1.71
C 3.95 -1.06 0.81
C 3.67 -1.51 -0.49
C 2.35 -1.67 -0.86
C 4.82 -1.83 -1.38
C 5.98 -0.87 -1.13
C 6.34 -0.78 0.34
O 7.45 -0.59 0.76
N 5.27 -0.87 1.19
H -7.00 -2.64 1.30
H -8.22 -2.42 0.04
H -6.59 -2.94 -0.39
H -6.93 -0.52 -0.91
H -7.33 -0.22 0.78
H -4.66 -1.28 -0.25
H -5.05 -1.00 1.45
H -5.04 1.13 -0.75
H -5.36 1.44 0.97
H -2.42 -0.12 1.99
H -3.77 0.91 2.51
H -2.23 1.65 2.08
H -0.80 0.66 0.63
H -0.72 2.54 -1.78
H -0.94 3.07 -0.09
H 1.43 1.68 -2.54
H 3.86 1.56 -2.20
H 4.83 2.08 0.02
H 3.34 2.71 1.88
H 0.91 2.84 1.53
H -1.04 -0.13 -2.13
H 0.79 -0.85 2.01
H 3.15 -0.49 2.72
H 2.09 -2.01 -1.85
H 5.15 -2.85 -1.18
H 4.52 -1.79 -2.43
H 5.71 0.14 -1.45
H 6.87 -1.17 -1.68
H 5.46 -0.71 2.17

=====

Entry 6:
C23H29N3O6 | ωB97M-V/def2-TZVPD

The electronic energy comes out at -41076.745 eV. The value obtained for the relative energy (zero: lowest compared OMol25 entry of this formula, charge and spin) is 1.5549 eV. As for the strongest force on any atom: 0.940 eV Å⁻¹.

Cartesian coordinates (Å):
C -4.48 -1.58 -2.53
C -3.63 -0.61 -1.69
N -3.91 -0.54 -0.28
C -5.00 0.30 0.16
C -6.43 -0.19 -0.12
C -3.70 -1.75 0.48
C -2.72 -1.53 1.65
N -1.39 -1.23 1.19
C -0.64 -2.10 0.47
O -0.98 -3.21 0.13
C 0.71 -1.42 0.21
O 1.61 -1.88 -0.46
C 0.64 -0.15 0.89
C 1.59 0.81 0.95
O 1.27 2.01 1.50
C 2.95 0.67 0.45
C 3.57 1.57 -0.41
C 3.03 2.79 -1.07
N 4.83 1.14 -0.62
C 5.06 -0.02 0.09
C 6.35 -0.67 0.08
O 6.67 -1.64 0.72
O 7.22 -0.03 -0.75
C 8.51 -0.60 -0.83
C 3.89 -0.34 0.77
C 3.70 -1.51 1.66
C -0.75 0.04 1.45
C -1.45 1.19 0.77
C -1.37 1.66 -0.50
C -2.24 2.77 -0.56
C -2.78 2.89 0.68
O -2.30 1.94 1.50
H -5.52 -1.27 -2.56
H -4.43 -2.59 -2.12
H -4.09 -1.61 -3.54
H -2.58 -0.91 -1.79
H -3.73 0.40 -2.09
H -4.86 1.28 -0.30
H -4.88 0.42 1.25
H -6.67 -0.10 -1.17
H -7.13 0.41 0.45
H -6.55 -1.23 0.18
H -4.63 -2.15 0.90
H -3.26 -2.52 -0.16
H -3.05 -0.70 2.27
H -2.69 -2.44 2.25
H 2.04 2.59 1.52
H 1.95 2.84 -0.95
H 3.48 3.69 -0.66
H 3.26 2.76 -2.14
H 5.51 1.56 -1.23
H 9.07 0.01 -1.55
H 8.45 -1.64 -1.18
H 9.00 -0.59 0.14
H 3.28 -2.33 1.07
H 2.99 -1.28 2.45
H 4.65 -1.83 2.07
H -0.74 0.25 2.53
H -0.78 1.26 -1.30
H -2.44 3.40 -1.41
H -3.48 3.59 1.10

=====

Entry 7:
C23H29N3O6 | ωB97M-V/def2-TZVPD

The electronic energy comes out at -41076.732 eV. The value obtained for the relative energy (zero: lowest compared OMol25 entry of this formula, charge and spin) is 1.5681 eV. As for the strongest force on any atom: 0.887 eV Å⁻¹.

Cartesian coordinates (Å):
C -5.73 -2.73 -1.20
C -4.95 -2.07 -0.06
N -4.98 -0.62 -0.19
C -6.09 0.05 0.45
C -6.04 0.17 1.98
C -3.71 0.03 -0.17
C -2.88 -0.10 1.14
N -1.47 -0.27 0.88
C -0.92 -1.46 0.58
O -1.51 -2.52 0.55
C 0.56 -1.22 0.31
O 1.38 -2.08 0.08
C 0.75 0.21 0.43
C 1.91 0.92 0.41
O 1.86 2.22 0.78
C 3.21 0.38 0.05
C 3.52 -0.42 -1.06
C 2.66 -0.90 -2.17
N 4.84 -0.67 -1.02
C 5.41 -0.07 0.07
C 6.82 -0.21 0.38
O 7.39 0.30 1.32
O 7.44 -1.01 -0.53
C 8.82 -1.25 -0.34
C 4.42 0.61 0.75
C 4.60 1.39 2.01
C -0.57 0.86 0.76
C -1.01 1.82 -0.30
C -0.95 1.74 -1.66
C -1.55 2.93 -2.15
C -1.91 3.64 -1.05
O -1.59 2.98 0.07
H -5.67 -3.81 -1.12
H -5.31 -2.42 -2.16
H -6.77 -2.43 -1.18
H -5.38 -2.40 0.90
H -3.92 -2.42 -0.09
H -6.99 -0.50 0.17
H -6.16 1.05 0.02
H -6.98 0.57 2.34
H -5.24 0.84 2.30
H -5.87 -0.80 2.44
H -3.11 -0.40 -0.98
H -3.87 1.09 -0.40
H -3.00 0.77 1.78
H -3.21 -1.00 1.67
H 2.75 2.60 0.76
H 1.84 -0.21 -2.33
H 3.24 -1.00 -3.08
H 2.23 -1.87 -1.90
H 5.35 -1.24 -1.67
H 9.33 -1.01 -1.28
H 8.96 -2.31 -0.10
H 9.20 -0.63 0.47
H 4.82 2.44 1.80
H 5.44 0.99 2.56
H 3.70 1.34 2.63
H -0.53 1.41 1.71
H -0.55 0.93 -2.24
H -1.68 3.20 -3.18
H -2.39 4.59 -0.94

=====

Entry 8:
C23H29N5O | ωB97M-V/def2-TZVPD

The electronic energy comes out at -33820.683 eV. The value obtained for the relative energy (zero: lowest compared OMol25 entry of this formula, charge and spin) is 0.4469 eV. As for the strongest force on any atom: 0.939 eV Å⁻¹.

Cartesian coordinates (Å):
C 5.72 1.06 1.77
C 5.42 1.37 0.34
C 6.31 1.81 -0.65
C 5.53 1.95 -1.78
N 4.28 1.60 -1.44
C 3.11 1.58 -2.29
C 2.03 2.57 -1.82
C 0.96 1.90 -0.95
O -0.22 1.91 -1.28
N 1.44 1.34 0.17
C 0.63 0.50 1.04
C -0.47 1.33 1.72
C -1.67 0.51 2.23
C -1.22 -0.57 3.22
C -2.65 1.45 2.92
C -2.36 -0.14 1.01
C -1.34 -0.85 0.20
C 0.01 -0.60 0.25
C 0.58 -1.57 -0.60
N -0.36 -2.34 -1.11
N -1.52 -1.90 -0.63
C -2.73 -2.53 -0.98
C -2.88 -3.88 -0.67
C -4.05 -4.54 -0.98
C -5.07 -3.86 -1.62
C -4.91 -2.53 -1.95
C -3.74 -1.84 -1.65
C -3.59 -0.41 -2.09
N 4.20 1.24 -0.16
H 6.49 0.29 1.84
H 6.07 1.95 2.28
H 4.81 0.70 2.26
H 7.36 2.00 -0.55
H 5.78 2.26 -2.77
H 3.45 1.84 -3.30
H 2.70 0.57 -2.31
H 1.52 2.99 -2.69
H 2.49 3.38 -1.26
H 2.46 1.29 0.27
H 1.32 0.09 1.79
H -0.04 1.90 2.54
H -0.84 2.04 0.98
H -0.59 -1.31 2.73
H -0.65 -0.12 4.03
H -2.08 -1.07 3.64
H -2.20 1.89 3.81
H -3.55 0.91 3.23
H -2.95 2.26 2.25
H -3.15 -0.83 1.34
H -2.83 0.64 0.42
H 1.61 -1.72 -0.85
H -2.06 -4.38 -0.18
H -4.16 -5.59 -0.73
H -5.99 -4.37 -1.86
H -5.70 -2.01 -2.47
H -3.92 -0.31 -3.12
H -4.21 0.24 -1.48
H -2.56 -0.07 -2.02